Record 1
Computed, not measured: a 2-piece molecular cluster, CH6N3S2 overall, with ωB97M-V/def2-TZVPD.

Geometry as XYZ:
```
12
Properties=species:S:1:pos:R:3
C 0.23 -0.56 0.01
N 0.74 -0.31 1.26
N 0.10 -1.88 -0.38
N -0.10 0.27 -0.91
S -3.57 2.82 -0.39
S -3.25 3.22 1.47
H 0.67 -0.96 2.02
H 1.01 0.65 1.47
H 0.61 -2.51 0.23
H -0.07 -2.08 -1.30
H 0.27 1.25 -1.01
H -3.90 4.18 -0.88
```

The energy relative to the best compared isomer or geometry (same formula, charge and spin) is 291.7 kJ/mol. As for the net charge: +1. For the HOMO-LUMO gap (spin up / spin down), the calculation gives 2.938 / 2.993 eV. For the HOMO energy (spin up / spin down), the calculation gives -0.42812 / -0.42936 hartree. For the total energy, the calculation gives -27265.0344 eV.

=====

Record 2
Computed, not measured: the molecule CH6N4, with ωB97M-V/def2-TZVPD.

Geometry as XYZ:
```
11
Properties=species:S:1:pos:R:3
C 0.12 -0.75 0.50
H -2.72 -0.17 -0.83
H -1.38 -1.30 -1.29
H 0.26 0.43 -0.72
H -0.22 -1.73 0.78
H 0.89 1.61 0.66
H 2.43 1.48 0.85
N -1.59 -0.32 -1.13
N -0.66 0.22 -0.14
N 1.23 -0.35 0.95
N 1.64 0.90 0.36
```

The energy relative to the best compared isomer or geometry (same formula, charge and spin) is 313.1 kJ/mol. The SMILES is N/N=C\NN. For the HOMO-LUMO gap, the calculation gives 10.220 eV. For the HOMO energy, the calculation gives -0.33772 hartree. For the total energy, the calculation gives -7090.8125 eV.

=====

Record 3
Computed, not measured: the molecule CH6N4, with ωB97M-V/def2-TZVPD.

Geometry as XYZ:
```
11
Properties=species:S:1:pos:R:3
C -0.52 -0.15 -0.52
H 2.19 0.48 0.75
H 0.68 1.13 1.52
H 0.00 1.68 -0.89
H 0.73 -1.31 0.50
H -0.72 -1.82 0.62
H -2.41 -0.68 -1.32
N 1.19 0.89 0.57
N 0.54 0.84 -0.46
N -0.23 -1.01 0.59
N -1.45 -0.04 -1.35
```

The energy relative to the best compared isomer or geometry (same formula, charge and spin) is 235.3 kJ/mol. The SMILES is [H]/N=C(\N)NN. For the HOMO-LUMO gap, the calculation gives 9.440 eV. For the HOMO energy, the calculation gives -0.31422 hartree. For the total energy, the calculation gives -7091.6188 eV.

=====

Record 4
Computed, not measured: the molecule CH6N4, with ωB97M-V/def2-TZVPD.

Geometry as XYZ:
```
11
Properties=species:S:1:pos:R:3
C -0.43 -0.52 -0.37
H -1.23 2.58 -0.22
H -1.10 1.73 -1.48
H 0.91 0.99 0.24
H -1.53 -0.82 -0.92
H 0.76 -1.34 1.66
H 1.51 -2.42 0.93
N -0.42 2.09 -0.54
N -0.14 0.81 0.06
N 0.38 -1.62 -0.17
N 1.29 -1.47 0.80
```

The energy relative to the best compared isomer or geometry (same formula, charge and spin) is 395.8 kJ/mol. The SMILES is N/N=C\NN. For the HOMO-LUMO gap, the calculation gives 8.844 eV. For the HOMO energy, the calculation gives -0.28786 hartree. For the total energy, the calculation gives -7089.9557 eV.

=====

In order of appearance, maximum force = 5.2, 4.6, 12.4, 8.0 eV Å⁻¹.